ORCA calculation (wB97M-V/def2-TZVPD) on the ion C5H9Br2N2 with charge +1.

Calculated values
SMILES: BrN1C[C@@H]2C[C@@]1(Br)C[NH2+]2
Net charge: +1
Frontier orbital gap (eV): 8.531
F_max (eV/A): 3.9

Element x y z (Å)
1 C 0.27068 -1.13561 -0.83938
2 C 0.27468 1.30813 -1.10893
3 C -0.42049 -0.55865 1.27782
4 C 1.07442 0.11033 -0.45642
5 C -0.89995 -0.55808 -0.14757
6 N -1.06404 0.75648 -0.69478
7 N 0.85722 0.20401 1.05490
8 Br -3.03650 -1.73177 -0.08144
9 Br -2.11480 1.94935 0.19090
10 H 0.21258 -0.99577 -1.94609
11 H 0.81421 -2.12434 -0.56282
12 H 0.48643 2.24150 -0.58132
13 H 0.29387 1.32669 -2.22641
14 H -1.13420 0.04401 1.90052
15 H -0.09712 -1.44095 1.68255
16 H 2.14666 -0.10697 -0.59851
17 H 0.77236 1.03900 1.59060
18 H 1.56400 -0.32737 1.54637

For reference, the Mulliken charges in units of e are: -0.382 -0.652 -0.813 -0.175 0.126 -0.167 -0.052 -0.173 0.066 0.324 0.328 0.329 0.320 0.344 0.452 0.436 0.312 0.377



ORCA calculation (wB97M-V/def2-TZVPD) on the molecule C20H34N4O3S.

Calculated values
SMILES: CC(C)CN(CC(C)C)S(=O)(=O)N1CCC(C(=O)NCc2cccnc2)CC1
Net charge: 0
Frontier orbital gap (eV): 9.692
F_max (eV/A): 1.1

Element x y z (Å)
1 C -1.97726 -5.20547 -0.18445
2 H -2.51002 -4.28996 -0.43060
3 H -2.61007 -6.05989 -0.41474
4 C -0.66849 -5.27880 -0.96342
5 C 0.14733 -6.49956 -0.54528
6 H 0.40450 -6.43834 0.50976
7 H -0.42564 -7.40938 -0.70632
8 H 1.06810 -6.56766 -1.12107
9 H -0.89816 -5.35674 -2.02983
10 C 0.15482 -4.00211 -0.72625
11 N -0.51867 -2.80949 -1.18638
12 S -1.11386 -1.73812 -0.08811
13 O -2.32135 -1.17707 -0.60888
14 O -1.17755 -2.39062 1.18783
15 N 0.03037 -0.50400 -0.11560
16 C -0.49233 0.80194 0.22367
17 C -0.72593 0.93775 1.72795
18 H -1.13595 1.92624 1.94628
19 H -1.45841 0.18390 2.02526
20 C 0.58150 0.68726 2.49560
21 C 1.14322 -0.68211 2.10082
22 C 1.26214 -0.81271 0.58047
23 H 1.54080 -1.83221 0.31216
24 H 2.03074 -0.12654 0.21448
25 H 2.13036 -0.81844 2.54462
26 H 0.47066 -1.45755 2.46907
27 C 1.58922 1.80376 2.22846
28 O 2.63137 1.66042 1.62492
29 N 1.22644 2.99207 2.76908
30 H 0.32081 3.08231 3.20117
31 C 1.95878 4.21549 2.50547
32 C 1.28758 5.01472 1.42076
33 C 1.28503 4.54821 0.10767
34 N 0.67479 5.16410 -0.88608
35 C 0.03441 6.29139 -0.62542
36 C -0.02543 6.85493 0.63980
37 C 0.60967 6.19802 1.68177
38 H 0.58432 6.60263 2.68466
39 H -0.55604 7.77934 0.80755
40 H -0.44909 6.76035 -1.47198
41 H 1.80707 3.63522 -0.14817
42 H 2.95856 3.90923 2.18519
43 H 2.03160 4.79821 3.42803
44 H 0.37058 0.68878 3.57210
45 H -1.43033 0.91690 -0.31958
46 H 0.22324 1.55214 -0.12783
47 C -0.15618 -2.22054 -2.45369
48 H 0.93791 -2.14838 -2.53506
49 H -0.56510 -1.20953 -2.43505
50 C -0.71746 -2.96410 -3.67259
51 C -0.23094 -2.28162 -4.94892
52 H -0.57675 -1.25115 -4.98071
53 H 0.85576 -2.28130 -4.99968
54 H -0.61503 -2.80052 -5.82385
55 C -2.24055 -2.99117 -3.61977
56 H -2.57622 -3.42259 -2.68166
57 H -2.64364 -3.57513 -4.44447
58 H -2.63466 -1.97984 -3.67904
59 H -0.33702 -3.99056 -3.66185
60 H 0.30599 -3.89622 0.35054
61 H 1.13082 -4.08378 -1.21951
62 H -1.77852 -5.19090 0.88427

For reference, the Mulliken charges in units of e are: -1.555 0.270 0.461 1.306 -1.747 0.351 0.441 0.411 0.042 -1.648 0.992 1.339 -0.831 -0.679 -0.132 -1.239 -0.724 0.696 0.394 0.008 -1.178 -0.941 0.306 0.592 0.525 0.440 0.104 -0.643 -0.114 0.318 -1.155 0.867 -0.296 -0.635 -0.392 -0.379 -0.517 0.366 0.381 0.360 0.595 0.336 0.450 0.508 0.515 0.540 -1.473 0.164 0.606 0.982 -1.695 0.357 0.412 0.433 -1.295 0.214 0.423 0.332 0.121 0.633 0.322 0.353



Relative energy (zero: lowest compared OMol25 entry of this formula, charge and spin)? In order: 3.480; 0.128 eV.